1.
Computed, not measured: a 3-piece molecular cluster, C5H10O2 overall in a non-equilibrium geometry, with ωB97M-V/def2-TZVPD.

Each line ends with the Löwdin charge.
Atoms and positions in Å:
O (2.454, 0.049, 0.765)  -0.057
C (1.519, -0.539, -0.118)  -0.265
C (0.147, -0.439, 0.513)  -0.291
C (-0.394, 1.014, 0.626)  -0.125
C (-1.704, 0.904, -0.170)  -0.218
O (-2.098, -0.402, -0.108)  -0.141
C (-0.938, -1.074, -0.374)  -0.192
H (3.304, 0.089, 0.312)  0.089
H (1.498, -0.019, -1.088)  0.119
H (1.761, -1.597, -0.310)  0.127
H (0.211, -0.903, 1.510)  0.149
H (-0.497, 1.331, 1.672)  0.116
H (0.265, 1.735, 0.137)  0.111
H (-1.148, 0.795, -1.513)  0.158
H (-2.557, 1.559, 0.070)  0.126
H (-0.698, -0.340, -1.625)  0.160
H (-1.123, -2.162, -0.298)  0.134

Calculated values
Maximum force = 3.2 eV/Å
HOMO level = -9.524 eV
Total charge = 0
E = -346.8658 hartree
Relative energy (zero: lowest compared OMol25 entry of this formula, charge and spin) = 418.99 kJ/mol
LUMO = 0.905 eV

=====

2.
Computed, not measured: a 2-piece molecular cluster, C5H10O2 overall, with ωB97M-V/def2-TZVPD.

Each line ends with the Löwdin charge.
Atoms and positions in Å:
C (-1.279, 1.468, -0.175)  -0.043
C (-0.068, 1.519, 0.718)  -0.344
O (-0.053, 1.147, 1.877)  0.001
C (0.711, -1.058, 0.096)  -0.488
C (-0.357, -1.807, -0.639)  -0.035
C (1.547, -0.181, -0.475)  0.020
O (0.731, -1.362, 1.419)  0.029
H (-0.997, 1.548, -1.229)  0.081
H (-1.891, 2.338, 0.087)  0.088
H (-1.880, 0.570, -0.011)  0.079
H (-1.295, -1.768, -0.074)  0.084
H (-0.067, -2.858, -0.720)  0.088
H (-0.517, -1.405, -1.643)  0.083
H (2.348, 0.287, 0.090)  0.083
H (0.811, 2.017, 0.273)  0.111
H (1.455, 0.079, -1.525)  0.077
H (0.801, -0.535, 1.932)  0.085

Calculated values
SMILES = C=C(C)O.CC=O
Maximum force = 0.5 eV/Å
HOMO level = -9.143 eV
Total charge = 0
E = -346.9505 hartree
Relative energy (zero: lowest compared OMol25 entry of this formula, charge and spin) = 196.70 kJ/mol
LUMO = 0.907 eV

=====

3.
Computed, not measured: C5H10O2 as an isolated structure in a non-equilibrium geometry, with ωB97M-V/def2-TZVPD.

Each line ends with the Löwdin charge.
Atoms and positions in Å:
O (2.451, 0.096, 0.708)  -0.057
C (1.529, -0.528, -0.163)  -0.266
C (0.157, -0.425, 0.469)  -0.293
C (-0.392, 1.026, 0.570)  -0.124
C (-1.701, 0.904, -0.229)  -0.221
O (-2.090, -0.409, -0.161)  -0.141
C (-0.917, -1.063, -0.427)  -0.194
H (3.315, 0.093, 0.281)  0.089
H (1.504, -0.038, -1.149)  0.119
H (1.783, -1.589, -0.325)  0.127
H (0.233, -0.879, 1.469)  0.149
H (-0.487, 1.357, 1.611)  0.115
H (0.258, 1.738, 0.060)  0.111
H (-1.154, 0.826, -1.518)  0.156
H (-2.566, 1.543, 0.024)  0.128
H (-0.655, -0.338, -1.648)  0.165
H (-1.099, -2.152, -0.342)  0.136

Calculated values
Maximum force = 3.4 eV/Å
HOMO level = -9.778 eV
Total charge = 0
E = -346.8747 hartree
Relative energy (zero: lowest compared OMol25 entry of this formula, charge and spin) = 395.68 kJ/mol
LUMO = 0.900 eV

=====

4.
Computed, not measured: a 2-piece molecular cluster, C5H10O2 overall in a non-equilibrium geometry, with ωB97M-V/def2-TZVPD.

Each line ends with the Löwdin charge.
Atoms and positions in Å:
C (-2.244, -1.395, 0.361)  -0.107
C (1.166, 0.868, -2.322)  0.063
C (0.608, 0.632, -1.129)  -0.399
O (1.048, 1.270, 0.026)  -0.007
C (-0.181, -0.580, -0.854)  -0.062
C (-1.036, -0.583, 0.181)  -0.144
H (-3.045, -1.293, -0.370)  0.078
H (-2.708, -1.350, 1.352)  0.073
H (-1.957, -2.465, 0.282)  0.086
H (1.744, 1.754, -2.518)  0.063
H (0.962, 0.072, -3.036)  0.064
H (1.994, 1.351, -0.013)  0.099
H (-0.266, -1.303, -1.670)  0.116
H (-0.830, 0.181, 0.933)  0.106
H (1.897, 0.455, 3.456)  0.028
H (1.452, 1.184, 2.181)  -0.007
O (1.395, 1.203, 3.140)  -0.050

Calculated values
SMILES = C=C(O)/C=C/C.O
Maximum force = 2.9 eV/Å
HOMO level = -8.652 eV
Total charge = 0
E = -346.9261 hartree
Relative energy (zero: lowest compared OMol25 entry of this formula, charge and spin) = 260.70 kJ/mol
LUMO = 0.630 eV

=====

5.
Computed, not measured: a single C5H10O2 molecule, with ωB97M-V/def2-TZVPD.

Each line ends with the Löwdin charge.
Atoms and positions in Å:
C (-2.146, -0.709, -0.284)  -0.008
C (-1.120, 0.309, 0.146)  -0.441
O (-1.125, 1.434, -0.323)  0.061
C (-0.069, -0.101, 1.163)  -0.120
C (1.313, -0.414, 0.532)  -0.165
C (1.622, 0.346, -0.758)  -0.289
O (1.657, 1.740, -0.583)  -0.063
H (-1.662, -1.659, -0.539)  0.090
H (-2.838, -0.908, 0.542)  0.092
H (-2.705, -0.327, -1.141)  0.086
H (0.900, 0.056, -1.541)  0.118
H (0.735, 2.023, -0.466)  0.059
H (0.028, 0.736, 1.861)  0.124
H (-0.412, -0.972, 1.733)  0.113
H (1.395, -1.489, 0.330)  0.111
H (2.083, -0.165, 1.271)  0.114
H (2.612, 0.043, -1.116)  0.118

Calculated values
SMILES = CC(=O)CCCO
Maximum force = 0.5 eV/Å
HOMO level = -9.808 eV
Total charge = 0
E = -346.9855 hartree
Relative energy (zero: lowest compared OMol25 entry of this formula, charge and spin) = 104.84 kJ/mol
LUMO = 0.808 eV

=====

6.
Computed, not measured: a 2-piece molecular cluster, C5H10O2 overall, with ωB97M-V/def2-TZVPD.

Each line ends with the Löwdin charge.
Atoms and positions in Å:
C (-2.439, -0.765, -0.366)  -0.096
C (-1.570, 0.468, -0.531)  -0.213
C (-0.418, 0.420, 0.403)  -0.342
O (0.601, -0.480, 0.023)  -0.100
C (0.868, 0.980, 0.049)  -0.107
C (3.257, -0.059, 0.226)  -0.009
O (2.839, -1.197, 0.684)  -0.036
H (-3.282, -0.749, -1.057)  0.071
H (-1.848, -1.668, -0.555)  0.079
H (-2.826, -0.825, 0.657)  0.077
H (-1.180, 0.543, -1.554)  0.124
H (-2.110, 1.393, -0.309)  0.121
H (-0.642, 0.364, 1.470)  0.157
H (1.846, -1.190, 0.538)  0.047
H (1.475, 1.445, 0.824)  0.097
H (1.084, 1.357, -0.946)  0.119
H (4.346, -0.037, 0.442)  0.011

Calculated values
Maximum force = 0.9 eV/Å
HOMO level = -7.866 eV
Total charge = 0
E = -346.8260 hartree
Relative energy (zero: lowest compared OMol25 entry of this formula, charge and spin) = 523.54 kJ/mol
LUMO = 1.053 eV

=====

7.
Computed, not measured: a 2-piece molecular cluster, C5H10O2 overall, with ωB97M-V/def2-TZVPD.

Each line ends with the Löwdin charge.
Atoms and positions in Å:
C (1.920, 0.060, -0.847)  -0.041
C (1.146, -1.224, -0.585)  -0.334
O (1.324, -1.898, 0.403)  0.009
C (-0.985, 0.044, 0.531)  -0.500
C (-0.990, 1.416, 1.114)  -0.035
C (-1.436, -0.179, -0.716)  0.027
O (-0.885, -0.913, 1.493)  0.022
H (1.573, 0.535, -1.764)  0.073
H (2.976, -0.214, -0.948)  0.084
H (1.886, 0.798, -0.033)  0.085
H (-0.192, 1.661, 1.818)  0.083
H (-1.925, 1.361, 1.683)  0.097
H (-1.116, 2.185, 0.349)  0.083
H (-2.044, -1.052, -0.913)  0.079
H (0.434, -1.581, -1.377)  0.116
H (-1.447, 0.610, -1.464)  0.074
H (-0.239, -1.608, 1.256)  0.077

Calculated values
SMILES = C=C(C)O.CC=O
Maximum force = 0.9 eV/Å
HOMO level = -8.961 eV
Total charge = 0
E = -346.9322 hartree
Relative energy (zero: lowest compared OMol25 entry of this formula, charge and spin) = 244.75 kJ/mol
LUMO = 0.920 eV

=====

8.
Computed, not measured: a single C5H10O2 molecule, with ωB97M-V/def2-TZVPD.

Each line ends with the Löwdin charge.
Atoms and positions in Å:
O (-0.339, -1.778, -1.295)  -0.040
C (-1.031, -0.562, -1.449)  -0.208
C (-0.354, 0.622, -0.743)  -0.318
C (-0.658, 0.780, 0.768)  -0.122
C (0.563, 0.189, 1.487)  -0.146
C (1.580, -0.034, 0.346)  -0.197
O (1.057, 0.558, -0.829)  -0.098
H (-0.202, -1.964, -0.363)  0.078
H (-2.077, -0.609, -1.099)  0.119
H (-1.095, -0.348, -2.524)  0.124
H (-0.647, 1.523, -1.291)  0.144
H (-1.627, 0.336, 1.028)  0.111
H (-0.744, 1.841, 1.017)  0.110
H (0.334, -0.762, 1.981)  0.106
H (0.951, 0.877, 2.251)  0.107
H (1.742, -1.099, 0.144)  0.109
H (2.547, 0.428, 0.571)  0.120

Calculated values
SMILES = OC[C@H]1CCCO1
Maximum force = 0.6 eV/Å
HOMO level = -9.501 eV
Total charge = 0
E = -346.9634 hartree
Relative energy (zero: lowest compared OMol25 entry of this formula, charge and spin) = 162.83 kJ/mol
LUMO = 0.838 eV

=====

9.
Computed, not measured: C5H10O2 as an isolated structure, with ωB97M-V/def2-TZVPD.

Each line ends with the Löwdin charge.
Atoms and positions in Å:
C (0.329, -1.777, 1.465)  -0.141
O (0.921, -1.142, 0.369)  -0.258
C (-0.814, 0.319, -1.681)  -0.051
C (-1.656, 0.882, -0.570)  -0.168
O (-1.416, 2.219, -1.117)  -0.077
C (-0.646, 1.582, -2.076)  -0.145
C (1.681, -0.015, 0.743)  -0.118
H (-0.254, -1.074, 2.081)  0.086
H (-0.343, -2.537, 1.065)  0.088
H (1.085, -2.258, 2.109)  0.090
H (-0.464, -0.661, -1.962)  0.094
H (-1.252, 0.817, 0.445)  0.108
H (-2.723, 0.640, -0.558)  0.120
H (-0.109, 2.153, -2.828)  0.117
H (2.659, -0.072, 0.255)  0.089
H (1.171, 0.906, 0.429)  0.078
H (1.832, 0.017, 1.831)  0.086

Calculated values
Maximum force = 0.5 eV/Å
HOMO level = -8.778 eV
Total charge = 0
E = -346.8760 hartree
Relative energy (zero: lowest compared OMol25 entry of this formula, charge and spin) = 392.40 kJ/mol
LUMO = 0.979 eV

=====

10.
Computed, not measured: a single C5H10O2 molecule, with ωB97M-V/def2-TZVPD.

Each line ends with the Löwdin charge.
Atoms and positions in Å:
C (-0.948, -2.227, 0.382)  -0.091
O (0.053, -1.226, 0.323)  -0.147
C (-0.193, -0.310, -0.698)  -0.328
C (-1.145, 0.807, -0.376)  -0.048
C (0.328, 1.085, -0.544)  -0.214
C (1.210, 1.478, 0.613)  -0.237
O (2.575, 1.276, 0.300)  -0.057
H (-0.624, -3.140, -0.134)  0.088
H (-1.882, -1.879, -0.076)  0.091
H (-1.148, -2.469, 1.430)  0.089
H (-0.179, -0.739, -1.702)  0.152
H (-1.847, 1.174, -1.119)  0.103
H (-1.518, 0.795, 0.647)  0.119
H (0.618, 1.562, -1.478)  0.144
H (1.110, 2.548, 0.822)  0.125
H (0.916, 0.927, 1.518)  0.123
H (2.674, 0.338, 0.090)  0.090

Calculated values
SMILES = CO[C@H]1C[C@H]1CO
Maximum force = 0.4 eV/Å
HOMO level = -9.712 eV
Total charge = 0
E = -346.9304 hartree
Relative energy (zero: lowest compared OMol25 entry of this formula, charge and spin) = 249.62 kJ/mol
LUMO = 1.015 eV

=====

11.
Computed, not measured: a single C5H10O2 molecule, with ωB97M-V/def2-TZVPD.

Each line ends with the Löwdin charge.
Atoms and positions in Å:
C (-2.016, -0.464, 0.191)  -0.045
C (-0.615, 0.069, 0.475)  -0.255
C (0.582, -0.899, 0.400)  -0.348
O (0.534, -1.586, -0.833)  -0.017
C (1.485, 0.342, 0.380)  -0.076
C (0.297, 1.123, -0.247)  -0.312
O (0.291, 1.060, -1.652)  -0.018
H (-2.794, 0.227, 0.533)  0.072
H (-2.128, -1.379, 0.787)  0.082
H (-2.213, -0.727, -0.846)  0.076
H (-0.645, 0.468, 1.497)  0.139
H (0.720, -1.619, 1.215)  0.140
H (1.407, -1.549, -1.243)  0.096
H (1.672, 0.687, 1.401)  0.115
H (2.440, 0.283, -0.156)  0.116
H (0.173, 2.163, 0.080)  0.138
H (0.810, 1.802, -1.983)  0.096

Calculated values
SMILES = C[C@@H]1[C@H](O)C[C@@H]1O
Maximum force = 0.4 eV/Å
HOMO level = -9.450 eV
Total charge = 0
E = -346.9418 hartree
Relative energy (zero: lowest compared OMol25 entry of this formula, charge and spin) = 219.67 kJ/mol
LUMO = 0.834 eV

=====

12.
Computed, not measured: a single C5H10O2 molecule, with ωB97M-V/def2-TZVPD.

Each line ends with the Löwdin charge.
Atoms and positions in Å:
C (-1.651, -1.037, 1.588)  -0.074
C (-0.425, -0.130, 1.482)  -0.245
O (0.288, -0.426, 0.269)  -0.132
C (0.754, 0.604, -0.605)  -0.362
C (1.937, 0.083, -1.428)  -0.036
C (-0.455, 0.889, -1.485)  -0.205
O (-1.322, 1.675, -1.199)  0.065
H (-1.400, -2.033, 1.210)  0.076
H (-1.969, -1.149, 2.633)  0.075
H (-2.504, -0.658, 1.016)  0.074
H (-0.727, 0.922, 1.578)  0.121
H (0.259, -0.342, 2.313)  0.115
H (1.033, 1.519, -0.065)  0.152
H (2.507, 0.906, -1.877)  0.086
H (2.619, -0.498, -0.803)  0.084
H (1.603, -0.561, -2.250)  0.077
H (-0.547, 0.235, -2.377)  0.131

Calculated values
SMILES = CCO[C@@H](C)C=O
Maximum force = 0.4 eV/Å
HOMO level = -9.412 eV
Total charge = 0
E = -346.9546 hartree
Relative energy (zero: lowest compared OMol25 entry of this formula, charge and spin) = 185.94 kJ/mol
LUMO = 1.067 eV

=====

13.
Computed, not measured: a 2-piece molecular cluster, C5H10O2 overall, with ωB97M-V/def2-TZVPD.

Each line ends with the Löwdin charge.
Atoms and positions in Å:
C (-2.374, -0.457, -0.419)  -0.118
C (-1.174, 0.472, -0.632)  -0.311
C (-0.023, 0.227, 0.300)  -0.091
O (0.352, -1.676, -0.095)  -0.053
C (1.247, 0.880, -0.199)  -0.201
C (2.537, 0.400, 0.431)  -0.217
O (2.819, -0.772, 0.603)  0.030
H (-3.239, -0.129, -1.010)  0.070
H (-2.119, -1.478, -0.728)  0.067
H (-2.662, -0.482, 0.640)  0.075
H (-0.887, 0.474, -1.701)  0.112
H (-1.476, 1.509, -0.395)  0.124
H (-0.033, -1.347, 0.794)  0.082
H (1.320, -1.645, 0.098)  0.046
H (1.130, 1.956, 0.008)  0.127
H (1.394, 0.800, -1.298)  0.133
H (3.279, 1.177, 0.709)  0.125

Calculated values
Maximum force = 1.0 eV/Å
HOMO level = -8.262 eV
Total charge = 0
E = -346.8534 hartree
Relative energy (zero: lowest compared OMol25 entry of this formula, charge and spin) = 451.70 kJ/mol
LUMO = 0.717 eV

=====

14.
Computed, not measured: a single C5H10O2 molecule, with ωB97M-V/def2-TZVPD.

Each line ends with the Löwdin charge.
Atoms and positions in Å:
C (-2.024, -1.173, 0.292)  -0.106
O (-1.468, -0.574, -0.859)  -0.180
C (-0.617, 0.525, -0.640)  -0.203
C (0.859, 0.102, -0.505)  -0.319
C (1.765, 1.322, -0.378)  -0.064
C (1.014, -0.823, 0.684)  -0.249
O (1.295, -0.445, 1.797)  0.059
H (-1.384, -1.078, 1.178)  0.079
H (-2.151, -2.239, 0.080)  0.094
H (-3.004, -0.742, 0.532)  0.091
H (-0.919, 1.117, 0.239)  0.140
H (-0.702, 1.176, -1.517)  0.130
H (1.101, -0.474, -1.408)  0.145
H (2.819, 1.027, -0.346)  0.086
H (1.626, 1.992, -1.233)  0.082
H (1.546, 1.868, 0.544)  0.085
H (0.833, -1.902, 0.489)  0.132

Calculated values
SMILES = COC[C@@H](C)C=O
Maximum force = 0.4 eV/Å
HOMO level = -9.731 eV
Total charge = 0
E = -346.9551 hartree
Relative energy (zero: lowest compared OMol25 entry of this formula, charge and spin) = 184.68 kJ/mol
LUMO = 0.958 eV

=====

15.
Computed, not measured: a single C5H10O2 molecule in a non-equilibrium geometry, with ωB97M-V/def2-TZVPD.

Each line ends with the Löwdin charge.
Atoms and positions in Å:
C (2.072, 1.065, -0.392)  -0.095
O (0.669, 0.954, -0.387)  -0.150
C (0.235, -0.367, -0.518)  -0.293
C (0.343, -1.294, 0.750)  -0.192
O (-0.983, -1.724, 0.703)  -0.094
C (-1.247, -0.565, -0.387)  -0.226
C (-2.005, 0.553, 0.119)  -0.067
H (2.528, 0.554, 0.468)  0.093
H (2.507, 0.652, -1.315)  0.092
H (2.307, 2.130, -0.332)  0.092
H (0.656, -0.843, -1.414)  0.154
H (0.555, -0.674, 1.636)  0.123
H (1.057, -2.129, 0.726)  0.117
H (-1.764, -1.104, -1.179)  0.146
H (-2.477, 1.210, -0.648)  0.099
H (-2.895, 0.263, 0.726)  0.099
H (-1.560, 1.329, 0.796)  0.102

Calculated values
SMILES = CO[C@H]1CO[C@H]1C
Maximum force = 4.6 eV/Å
HOMO level = -9.412 eV
Total charge = 0
E = -346.9101 hartree
Relative energy (zero: lowest compared OMol25 entry of this formula, charge and spin) = 302.80 kJ/mol
LUMO = 1.017 eV